An isolated molecule of C4H4N2O, computed with ωB97M-V with the def2-TZVPD basis set.

Summary:
Charge: 0
E_LUMO in Ha: 0.013
Energy above the lowest of the compared OMol25 structures with the same formula, charge and spin in kcal per mole: 4.4
SMILES: O=c1cc[nH]cn1
Gap between HOMO and LUMO in eV: 9.695
E_HOMO in eV: -9.33

Last column: natural (NBO) charge in e.
Atoms and positions in Å:
O 2.335 -1.395 -0.014  -0.564
C 1.261 -0.837 -0.107  0.595
C 1.112 0.628 -0.046  -0.343
C -0.106 1.171 0.120  0.024
N -1.216 0.352 0.134  -0.569
C -1.058 -0.982 -0.124  0.291
N 0.066 -1.579 -0.278  -0.492
H 2.008 1.238 -0.074  0.239
H -0.293 2.235 0.225  0.217
H -2.122 0.714 0.385  0.416
H -1.987 -1.545 -0.222  0.186

***

An isolated molecule of C4H4N2O at a distorted geometry, computed with ωB97M-V with the def2-TZVPD basis set.

Summary:
Charge: 0
E_LUMO in Ha: 0.010
Energy above the lowest of the compared OMol25 structures with the same formula, charge and spin in kcal per mole: 96.9
SMILES: C=CNC(=O)C#N
Gap between HOMO and LUMO in eV: 10.136
E_HOMO in eV: -9.88

Last column: natural (NBO) charge in e.
Atoms and positions in Å:
C -1.861 0.171 -1.461  -0.429
C -1.077 1.215 -1.258  0.012
N 0.046 1.215 -0.145  -0.699
C 0.869 0.125 0.318  0.646
O 1.810 0.402 0.911  -0.519
C 0.472 -1.379 0.716  0.178
N -0.053 -2.348 1.176  -0.292
H -1.757 -0.723 -0.788  0.223
H -2.658 0.421 -1.965  0.209
H -1.096 2.077 -1.983  0.219
H 0.660 2.149 0.329  0.453

***

An isolated molecule of C4H4N2O at a distorted geometry, computed with ωB97M-V with the def2-TZVPD basis set.

Summary:
Charge: 0
E_LUMO in Ha: 0.003
Energy above the lowest of the compared OMol25 structures with the same formula, charge and spin in kcal per mole: 34.6
SMILES: O=c1cc[nH]cn1
Gap between HOMO and LUMO in eV: 10.028
E_HOMO in eV: -9.95

Last column: natural (NBO) charge in e.
Atoms and positions in Å:
O -1.040 2.407 -0.186  -0.519
C -0.545 1.305 -0.208  0.600
C -1.124 0.169 0.543  -0.320
C -0.456 -0.981 0.620  0.022
N 0.835 -1.108 0.023  -0.652
C 1.123 -0.111 -0.934  0.303
N 0.589 1.036 -1.032  -0.482
H -2.086 0.319 1.021  0.240
H -0.889 -1.877 1.066  0.215
H 1.590 -0.694 0.603  0.406
H 1.999 -0.409 -1.517  0.187

***

An isolated molecule of C4H4N2O at a distorted geometry, computed with ωB97M-V with the def2-TZVPD basis set.

Summary:
Charge: 0
E_LUMO in Ha: -0.053
Energy above the lowest of the compared OMol25 structures with the same formula, charge and spin in kcal per mole: 145.6
SMILES: N#C/C(N)=C/C=O
Gap between HOMO and LUMO in eV: 7.706
E_HOMO in eV: -9.15

Last column: natural (NBO) charge in e.
Atoms and positions in Å:
N 1.943 2.452 0.205  -0.241
C 0.820 1.663 0.638  0.216
C -0.072 0.513 0.486  0.089
N -0.248 -0.488 1.518  -0.821
C -0.270 0.133 -0.927  -0.345
C -0.765 -1.299 -1.363  0.399
O -1.161 -2.199 -0.624  -0.540
H 0.492 -0.474 2.330  0.395
H -0.682 -1.490 1.519  0.462
H -0.222 1.187 -1.427  0.252
H -0.439 -1.433 -2.493  0.134

***

A cluster of 2 separate species, C4H4N2O in total at a distorted geometry, computed with ωB97M-V with the def2-TZVPD basis set.

Summary:
2S+1: 3
Charge: 0
E_LUMO (spin up / spin down) in Ha: 0.041 / -0.082
Energy above the lowest of the compared OMol25 structures with the same formula, charge and spin in kcal per mole: 85.9
Gap between HOMO and LUMO (spin up / spin down) in eV: 6.162 / 7.566
E_HOMO (spin up / spin down) in eV: -5.05 / -9.79

Last column: natural (NBO) charge in e.
Atoms and positions in Å:
C -1.271 -0.654 0.711  -0.292
C 0.057 -0.725 1.206  -0.131
C 3.440 0.086 0.081  0.093
C -1.130 -0.912 -0.625  0.110
N 2.396 0.371 -0.120  -0.304
N 0.880 -1.063 0.233  -0.008
O 0.145 -1.169 -0.901  -0.372
H -2.301 -0.360 1.066  0.242
H 0.516 -0.621 2.204  0.226
H 4.401 -0.399 0.424  0.243
H -1.790 -0.653 -1.472  0.194

***

An isolated molecule of C4H4N2O2 at a distorted geometry, computed with ωB97M-V with the def2-TZVPD basis set.

Summary:
Charge: 0
E_LUMO in Ha: -0.037
Energy above the lowest of the compared OMol25 structures with the same formula, charge and spin in kcal per mole: 187.4
SMILES: N#CCC(=O)/C=N/O
Gap between HOMO and LUMO in eV: 8.863
E_HOMO in eV: -9.88

Last column: natural (NBO) charge in e.
Atoms and positions in Å:
N -1.677 -1.193 -1.913  -0.295
C -0.805 -0.270 -1.744  0.235
C -0.211 1.154 -1.380  -0.507
C 0.804 0.625 -0.381  0.449
O 1.956 1.276 -0.355  -0.542
C 0.767 -0.090 0.968  -0.094
N -0.250 -1.145 1.038  -0.057
O -0.289 -1.470 2.388  -0.527
H 0.265 1.782 -1.985  0.272
H -1.186 1.354 -0.841  0.298
H 1.650 0.221 1.911  0.281
H -1.026 -2.245 2.295  0.488

***

An isolated molecule of C4H4N2O2 at a distorted geometry, computed with ωB97M-V with the def2-TZVPD basis set.

Summary:
Charge: 0
E_LUMO in Ha: -0.003
Energy above the lowest of the compared OMol25 structures with the same formula, charge and spin in kcal per mole: 98.9
SMILES: NC(=O)c1cnoc1
Gap between HOMO and LUMO in eV: 10.006
E_HOMO in eV: -10.09

Last column: natural (NBO) charge in e.
Atoms and positions in Å:
N 2.071 -0.314 0.468  -0.879
C 0.940 -0.615 -0.568  0.662
O 1.068 -1.245 -1.753  -0.567
C -0.380 0.062 -0.377  -0.290
C -1.793 -0.525 -0.421  0.039
N -2.684 -0.002 0.322  -0.071
O -1.923 1.213 0.743  -0.338
C -0.590 1.076 0.502  0.203
H 2.071 0.743 0.676  0.382
H 3.056 -0.674 0.306  0.413
H -1.921 -1.552 -0.775  0.229
H 0.084 1.833 0.876  0.216

***

An isolated molecule of C4H4N2O2 at a distorted geometry, computed with ωB97M-V with the def2-TZVPD basis set.

Summary:
Charge: 0
E_LUMO in Ha: 0.008
Energy above the lowest of the compared OMol25 structures with the same formula, charge and spin in kcal per mole: 148.2
SMILES: O=C1ON=C[C@@H]2N[C@@H]12
Gap between HOMO and LUMO in eV: 10.296
E_HOMO in eV: -10.08

Last column: natural (NBO) charge in e.
Atoms and positions in Å:
O -2.016 -1.548 0.388  -0.528
C -1.288 -0.683 -0.054  0.728
O -1.800 0.613 -0.294  -0.354
N -0.817 1.603 -0.074  -0.071
C 0.375 1.254 0.327  -0.028
C 0.680 -0.125 0.571  -0.163
N 1.392 -1.255 -0.144  -0.477
C 0.011 -0.719 -0.637  -0.195
H 0.954 2.187 0.510  0.235
H 0.342 -0.552 1.602  0.256
H 2.117 -0.822 -0.739  0.370
H 0.049 0.047 -1.455  0.228

***

An isolated molecule of C4H4N2O2 at a distorted geometry, computed with ωB97M-V with the def2-TZVPD basis set.

Summary:
Charge: 0
E_LUMO in Ha: 0.023
Energy above the lowest of the compared OMol25 structures with the same formula, charge and spin in kcal per mole: 184.8
SMILES: C1=NO[C@H]2ON=C[C@H]12
Gap between HOMO and LUMO in eV: 11.037
E_HOMO in eV: -10.42

Last column: natural (NBO) charge in e.
Atoms and positions in Å:
C -0.485 -1.485 0.421  0.018
N -0.929 -1.221 1.644  -0.070
O -0.805 0.200 1.817  -0.359
C 0.055 0.540 0.785  0.368
O -0.011 1.914 0.033  -0.384
N 0.781 1.668 -1.151  -0.071
C 0.872 0.435 -1.325  0.020
C -0.147 -0.109 -0.367  -0.410
H -0.581 -2.464 -0.123  0.227
H 1.125 0.568 1.241  0.174
H 1.178 -0.249 -2.301  0.242
H -1.054 0.203 -0.673  0.244

***

An isolated molecule of C4H4N2O3 at a distorted geometry, computed with ωB97M-V with the def2-TZVPD basis set.

Summary:
Charge: 0
E_LUMO in Ha: -0.045
Energy above the lowest of the compared OMol25 structures with the same formula, charge and spin in kcal per mole: 163.6
SMILES: CC(=O)O[N+]([O-])=C=C=N
Gap between HOMO and LUMO in eV: 8.437
E_HOMO in eV: -9.65

Last column: natural (NBO) charge in e.
Atoms and positions in Å:
C 0.301 2.151 1.404  -0.714
C 0.937 1.155 0.486  0.771
O 2.114 1.104 0.244  -0.592
O 0.033 0.396 -0.070  -0.501
N 0.382 -0.521 -1.415  0.403
O 1.019 0.153 -2.175  -0.276
C -0.221 -1.589 -1.452  -0.163
C -0.921 -2.557 -0.865  0.521
N -1.668 -3.394 -0.466  -0.586
H -0.421 1.774 2.058  0.229
H 0.972 2.506 2.208  0.238
H -0.152 2.820 0.750  0.237
H -2.374 -3.998 -0.706  0.433